DFT (ωB97M-V/def2-TZVPD) results for a structure of composition C18H12N3O3S2W.

```
39
Properties=species:S:1:pos:R:3:forces:R:3
W 0.6070 0.9112 -1.1743 0.2 0.3 -0.3
C -0.4180 4.0580 1.6309 0.0 -0.1 -0.1
C -0.6816 3.0235 0.7381 0.0 0.1 0.1
N 0.1974 2.0319 0.5256 0.3 0.0 0.0
C 1.4164 2.0592 1.1819 0.1 0.0 0.1
C 1.7925 3.1391 2.0005 -0.1 -0.2 -0.1
C 0.8216 4.1407 2.2309 0.0 0.0 0.0
C 3.0807 3.1166 2.5857 0.0 0.0 0.0
C 3.9411 2.0690 2.3471 0.0 0.0 0.0
C 3.5547 0.9776 1.5565 -0.1 0.0 0.0
C 2.2878 0.9550 1.0020 0.0 -0.1 0.1
N 1.7213 -0.0245 0.1541 0.2 -0.1 0.3
C 1.7421 -1.3906 0.2482 -0.1 0.1 0.0
C 2.5253 -2.2138 1.0652 0.0 0.0 0.0
C 2.3379 -3.5926 1.0184 0.0 0.0 0.0
C 1.3760 -4.1577 0.1987 0.0 0.0 0.0
C 0.5347 -3.3481 -0.6113 0.0 0.2 0.0
C -0.5149 -3.8357 -1.4151 0.0 0.0 0.0
C -1.2959 -2.9435 -2.1260 0.0 0.1 0.0
C -1.0343 -1.5840 -2.0543 0.0 0.0 0.0
N -0.0417 -1.0788 -1.2840 0.1 -0.1 0.0
C 0.7345 -1.9628 -0.5701 0.1 -0.1 0.0
H -1.1767 4.8091 1.8006 0.0 0.0 0.0
H -1.6020 2.9942 0.1680 0.0 0.0 0.0
H 1.0578 4.9726 2.8846 0.0 0.0 0.0
H 3.3828 3.9333 3.2297 0.0 0.0 0.0
H 4.9309 2.0763 2.7829 0.0 0.0 0.0
H 4.2597 0.1783 1.3686 0.0 0.0 0.0
H 3.2682 -1.7975 1.7314 0.0 0.0 0.0
H 2.9486 -4.2322 1.6412 0.0 0.0 0.0
H 1.2413 -5.2329 0.1872 0.0 0.0 0.0
H -0.7062 -4.9012 -1.4724 0.0 0.0 0.0
H -2.1087 -3.2854 -2.7521 0.0 0.0 0.0
H -1.6175 -0.8755 -2.6277 0.0 0.0 0.0
O -0.1131 0.8550 -3.0924 -0.1 0.1 -0.1
S 0.6485 2.2048 -3.3031 -0.3 -0.1 -0.1
O 0.1926 2.8132 -1.9775 -0.1 0.1 -0.1
O 0.5214 2.8795 -4.5144 0.0 0.0 0.0
S 2.4464 1.4694 -2.5031 -0.2 -0.2 0.2
```
Positions in Å, forces in eV/Å.

Summary:
net charge = +3
gap between HOMO and LUMO (spin up / spin down) = 5.8 / 6.4 eV
LUMO (spin up / spin down) = -13.011 / -12.581 eV
HOMO energy (spin up / spin down) = -18.9 / -18.9 eV
DFT total energy = -1945.55164 Eh